(1)
Formula: C33H47Br4ClF11N2O9S
Source: the OMol25 dataset
Level of theory: ωB97M-V/def2-TZVPD

```
! wB97M-V def2-TZVPD RIJCOSX def2/J DEFGRID3
* xyz 1 1
C 2.217 -3.713 0.483
C 2.602 -3.056 1.822
C 4.104 -2.809 2.155
C 1.654 -2.716 2.728
C 0.512 -1.745 2.493
C 0.991 -0.349 2.015
C 1.093 -0.334 0.466
C 2.561 -0.229 -0.040
C 0.332 0.827 -0.203
C -1.152 0.882 0.262
N -2.041 1.451 -0.832
C -2.913 0.425 -1.505
C -4.288 0.895 -2.036
F -5.262 0.342 -1.173
C -4.548 0.061 -3.320
Br -3.331 0.509 -4.769
C -4.357 -1.510 -2.990
C -5.565 -2.290 -3.582
Br -2.778 -2.308 -3.860
N -4.583 2.298 -2.084
Cl -5.475 2.777 -3.455
C -3.614 3.277 -1.558
C -2.620 3.512 -2.766
C -1.394 4.371 -2.499
O -0.497 3.829 -1.537
C 0.862 4.057 -1.848
C 1.385 2.990 -2.848
F 2.423 2.358 -2.346
F 1.750 3.576 -3.982
F 0.448 2.101 -3.186
C -4.164 4.699 -1.188
Br -6.143 4.790 -1.065
C -3.679 5.373 0.142
C -2.252 5.934 0.201
Br -4.804 7.010 0.354
C -2.867 2.580 -0.384
S -3.883 2.140 1.076
O -5.225 2.587 0.998
O -3.888 0.732 1.346
C -3.174 2.897 2.638
F -4.030 3.725 3.173
F -2.068 3.624 2.384
C -2.802 1.853 3.733
F -1.897 0.982 3.322
F -2.168 2.568 4.671
C -4.006 1.156 4.459
F -4.109 1.583 5.692
F -5.163 1.351 3.861
F -3.786 -0.143 4.524
H 1.130 -3.677 0.356
H 2.515 -4.765 0.488
H 2.734 -3.263 -0.375
H 4.647 -2.842 1.217
H 4.130 -1.783 2.527
H 4.517 -3.529 2.863
H 1.689 -3.214 3.702
H -0.178 -2.164 1.737
H -0.070 -1.641 3.414
H 0.377 0.470 2.403
H 2.009 -0.232 2.403
H 0.709 -1.253 0.003
H 2.836 0.836 0.007
H 3.256 -0.800 0.571
H 2.612 -0.486 -1.103
H 0.427 0.701 -1.288
H 0.798 1.763 0.133
H -1.431 -0.134 0.541
H -1.158 1.547 1.123
H -1.343 1.739 -1.531
H -3.108 -0.364 -0.777
H -2.284 -0.060 -2.258
H -5.590 0.086 -3.616
H -4.375 -1.710 -1.921
H -5.667 -3.188 -2.963
H -5.367 -2.645 -4.593
H -6.504 -1.742 -3.473
H -3.133 4.030 -3.576
H -2.272 2.531 -3.108
H -1.699 5.411 -2.323
H -0.853 4.427 -3.457
H 1.425 3.907 -0.924
H 1.015 5.069 -2.228
H -3.939 5.407 -1.984
H -3.894 4.826 1.058
H -2.102 6.643 -0.617
H -2.190 6.549 1.103
H -1.448 5.197 0.283
H -2.138 3.306 0.001
C 6.481 -2.029 -1.967
C 6.947 -3.261 -2.704
O 6.663 -4.306 -1.772
C 5.679 -3.871 -0.946
O 5.100 -4.556 -0.167
O 5.443 -2.542 -1.129
H 6.096 -1.259 -2.633
H 7.261 -1.596 -1.338
H 6.381 -3.441 -3.620
H 8.008 -3.234 -2.943
C 6.399 -7.757 4.092
C 5.685 -7.429 2.803
O 5.463 -6.023 2.920
C 6.391 -5.528 3.780
O 6.585 -4.370 3.963
O 7.065 -6.530 4.398
H 7.114 -8.569 3.985
H 5.710 -7.996 4.905
H 6.301 -7.616 1.922
H 4.743 -7.962 2.695
*
```

Computed properties:
- Highest occupied orbital energy: -8.96 eV
- LUMO energy: -2.64 eV
- Gap between HOMO and LUMO: 6.314 eV
- ΔE to the lowest compared entry with this formula, charge and spin: 2.084 eV

(2)
Formula: C33H47IN4O11S
Source: the OMol25 dataset
Level of theory: ωB97M-V/def2-TZVPD

```
! wB97M-V def2-TZVPD RIJCOSX def2/J DEFGRID3
* xyz 0 1
C 5.682 -1.000 3.087
C 5.801 -1.307 1.493
C 5.027 -0.115 0.689
N 3.547 -0.334 0.618
C 2.764 0.823 1.071
C 2.076 0.834 2.455
C 2.108 -0.343 3.533
C 1.569 -1.758 3.013
O 2.416 -2.718 3.012
N 0.197 -2.067 2.571
C -0.223 -1.283 1.369
C -0.799 -2.017 3.684
C 1.291 2.171 2.857
C 1.233 3.387 1.865
I 0.203 5.232 2.432
C 1.913 3.374 0.450
N 1.997 4.374 -0.586
S 2.941 3.652 -1.844
N 3.318 2.089 -1.237
C 2.695 2.056 0.063
H 5.366 0.085 3.298
H 4.856 -1.685 3.525
H 6.657 -1.279 3.631
H 5.339 -2.337 1.309
H 6.924 -1.273 1.210
H 5.432 -0.019 -0.389
H 5.224 0.884 1.210
H 3.248 -1.219 1.051
H 3.188 -0.416 3.944
H 1.467 -0.007 4.439
H 0.613 -1.379 0.569
H -0.315 -0.172 1.632
H -1.181 -1.746 0.937
H -1.262 -3.080 3.752
H -0.335 -1.809 4.715
H -1.688 -1.319 3.452
H 0.768 2.323 3.858
O -0.841 -2.894 7.349
C -0.217 -3.921 7.228
C 1.279 -4.025 7.104
C 1.458 -5.438 6.593
C 0.258 -6.149 7.173
O -0.777 -5.161 7.225
H 1.728 -3.889 8.091
H 1.668 -3.291 6.398
H 2.408 -5.892 6.881
H 1.399 -5.443 5.500
H 0.442 -6.516 8.188
H -0.063 -6.984 6.548
O -0.608 0.625 -6.226
C 0.095 0.417 -5.268
C 1.034 1.409 -4.637
C 1.905 0.519 -3.778
C 0.975 -0.621 -3.439
O 0.113 -0.755 -4.576
H 0.456 2.115 -4.036
H 1.618 1.933 -5.393
H 2.310 1.019 -2.896
H 2.747 0.147 -4.371
H 0.361 -0.409 -2.558
H 1.516 -1.555 -3.276
O -0.246 -5.007 -2.316
C -0.777 -5.014 -3.398
C -0.860 -3.846 -4.342
C -1.934 -4.293 -5.308
C -1.790 -5.796 -5.284
O -1.356 -6.112 -3.956
H 0.105 -3.718 -4.838
H -1.148 -2.935 -3.816
H -1.831 -3.866 -6.307
H -2.918 -4.009 -4.921
H -1.035 -6.153 -5.992
H -2.735 -6.301 -5.492
O -4.041 -1.835 -6.620
C -4.535 -0.741 -6.723
C -3.934 0.425 -7.458
C -4.752 1.585 -6.933
C -6.076 0.934 -6.614
O -5.753 -0.403 -6.216
H -4.074 0.280 -8.532
H -2.876 0.537 -7.218
H -4.839 2.415 -7.638
H -4.296 1.970 -6.015
H -6.738 0.888 -7.484
H -6.597 1.443 -5.800
O -1.085 8.518 0.966
C -1.889 8.577 1.863
C -3.370 8.357 1.724
C -3.900 8.929 3.021
C -2.746 8.705 3.971
O -1.568 8.813 3.165
H -3.566 7.285 1.642
H -3.767 8.889 0.859
H -4.830 8.467 3.357
H -4.080 10.002 2.902
H -2.769 7.710 4.425
H -2.719 9.455 4.764
*
```

Computed properties:
- Highest occupied orbital energy: -8.21 eV
- SMILES string: CCCNc1c(CC(=O)N(C)C)cc(I)c2nsnc12.O=C1CCCO1.O=C1CCCO1.O=C1CCCO1.O=C1CCCO1.O=C1CCCO1
- LUMO energy: -1.57 eV
- Gap between HOMO and LUMO: 6.638 eV

(3)
Formula: C33H47N2O2P2Pt
Source: the OMol25 dataset
Level of theory: ωB97M-V/def2-TZVPD

```
! wB97M-V def2-TZVPD RIJCOSX def2/J DEFGRID3
* xyz 1 5
Pt -0.419 0.109 -0.332
C -0.864 -1.938 2.948
C -1.926 -2.432 1.962
C -2.336 -3.875 2.247
P -1.285 -2.177 0.231
C -2.450 -3.055 -0.904
C -3.854 -2.460 -0.837
C -1.894 -3.012 -2.334
C 0.231 -3.178 0.200
C 0.251 -4.547 -0.005
C 1.439 -5.275 -0.015
C 1.452 -6.755 -0.249
C 2.639 -4.584 0.192
C 2.657 -3.226 0.384
C 1.451 -2.478 0.392
N 1.429 -1.127 0.452
C 2.545 -0.378 0.742
C 3.319 -0.588 1.893
C 4.383 0.239 2.172
C 4.726 1.288 1.315
C 5.878 2.195 1.633
C 3.964 1.488 0.167
C 2.883 0.677 -0.132
P 1.821 0.817 -1.593
C 2.339 2.401 -2.419
C 3.661 2.359 -3.185
C 1.198 2.919 -3.301
C 2.289 -0.671 -2.634
C 3.778 -1.013 -2.697
C 1.664 -0.589 -4.028
H -1.278 -1.890 3.955
H -0.013 -2.623 2.967
H -0.501 -0.942 2.683
H -2.805 -1.787 2.048
H -1.507 -4.562 2.072
H -2.622 -3.963 3.297
H -3.190 -4.186 1.646
H -2.496 -4.090 -0.559
H -3.855 -1.434 -1.206
H -4.525 -3.042 -1.471
H -4.263 -2.476 0.175
H -2.067 -2.030 -2.774
H -0.822 -3.214 -2.361
H -2.391 -3.756 -2.958
H -0.678 -5.078 -0.175
H 0.484 -7.119 -0.585
H 2.205 -7.012 -0.995
H 1.717 -7.284 0.670
H 3.572 -5.135 0.174
H 3.598 -2.708 0.498
H 3.037 -1.374 2.583
H 4.957 0.084 3.077
H 6.574 1.727 2.327
H 6.417 2.477 0.729
H 5.511 3.114 2.097
H 4.231 2.306 -0.490
H 2.439 3.090 -1.574
H 3.553 1.811 -4.120
H 3.957 3.379 -3.439
H 4.466 1.910 -2.605
H 0.971 2.221 -4.109
H 0.291 3.076 -2.716
H 1.485 3.871 -3.748
H 1.776 -1.481 -2.107
H 4.316 -0.326 -3.346
H 4.245 -0.996 -1.712
H 3.898 -2.017 -3.113
H 2.184 0.128 -4.662
H 1.732 -1.564 -4.512
H 0.610 -0.308 -3.977
O 0.215 3.470 2.238
C -0.166 2.484 1.642
O 0.538 1.628 0.997
C -1.672 2.186 1.624
C -2.574 3.105 2.137
C -3.923 2.800 2.092
C -4.321 1.588 1.539
C -3.357 0.735 1.041
N -2.056 1.034 1.086
H -2.196 4.027 2.555
H -4.659 3.492 2.478
H -5.365 1.312 1.488
H -3.625 -0.211 0.587
C -1.663 0.613 -2.040
H -1.585 1.694 -2.173
H -2.708 0.356 -1.865
H -1.323 0.128 -2.955
*
```

Computed properties:
- Highest occupied orbital energy (alpha / beta): -9.12 / -11.01 eV
- LUMO energy (alpha / beta): -2.12 / -4.77 eV
- Gap between HOMO and LUMO (alpha / beta): 7.000 / 6.243 eV
- ΔE to the lowest compared entry with this formula, charge and spin: 0.154 eV

(4)
Formula: C33H48ClF5N5O5S
Source: the OMol25 dataset
Level of theory: ωB97M-V/def2-TZVPD

```
! wB97M-V def2-TZVPD RIJCOSX def2/J DEFGRID3
* xyz 1 1
C -0.190 -1.024 1.183
C 0.806 -1.588 0.144
C 1.463 -0.510 -0.758
N 0.578 0.548 -1.278
C -0.261 0.222 -2.446
C -1.592 -0.531 -2.172
C -2.795 0.137 -2.897
C -4.071 -0.769 -2.855
O -4.159 -1.582 -1.692
C 0.899 1.872 -1.056
N 0.095 2.653 -0.193
S 0.479 2.375 1.481
C -1.335 2.543 -0.489
C -2.058 3.769 0.125
O -2.458 3.796 1.253
Cl -2.256 5.185 -0.953
N 1.958 2.450 -1.577
C 2.208 3.877 -1.201
C 1.267 4.877 -1.965
C 1.964 5.422 -3.200
C 1.722 4.860 -4.455
C 2.333 5.316 -5.606
C 3.215 6.398 -5.565
C 3.465 6.955 -4.316
C 2.868 6.480 -3.160
C 2.943 1.829 -2.440
F 3.503 2.711 -3.276
F 2.516 0.835 -3.225
C 4.171 1.255 -1.567
F 4.295 -0.061 -1.708
F 5.317 1.767 -2.039
F 4.093 1.629 -0.282
O 0.107 -2.588 -0.569
C 0.962 -3.506 -1.249
C 1.676 -4.448 -0.281
C 3.027 -4.201 -0.071
C 3.790 -4.961 0.818
C 3.157 -6.015 1.492
C 1.818 -6.276 1.294
C 1.022 -5.497 0.404
H -0.877 -0.278 0.767
H -0.678 -1.874 1.673
H 0.392 -0.513 1.967
H 1.626 -2.016 0.754
H 1.987 -0.974 -1.612
H 2.246 -0.034 -0.142
H -0.513 1.162 -2.976
H 0.355 -0.345 -3.167
H -1.496 -1.520 -2.652
H -1.790 -0.738 -1.116
H -2.543 0.246 -3.966
H -3.054 1.109 -2.449
H -4.203 -1.370 -3.761
H -4.935 -0.075 -2.818
H -3.944 -1.040 -0.925
H 1.814 2.640 1.571
H -1.555 2.399 -1.550
H -1.758 1.672 0.053
H 3.234 4.176 -1.463
H 2.173 4.014 -0.114
H 0.369 4.319 -2.263
H 1.037 5.719 -1.298
H 1.034 4.014 -4.558
H 2.140 4.884 -6.589
H 3.717 6.782 -6.450
H 4.156 7.800 -4.270
H 3.119 6.944 -2.200
H 1.702 -3.044 -1.922
H 0.296 -4.140 -1.857
H 3.514 -3.371 -0.594
H 4.838 -4.703 0.957
H 3.763 -6.594 2.190
H 1.376 -7.100 1.861
H -0.043 -5.687 0.264
C 0.913 -2.930 3.888
O 1.519 -3.395 2.937
N -0.204 -3.451 4.417
C -0.880 -2.848 5.549
C -0.753 -4.661 3.830
H 1.247 -2.012 4.403
H -0.914 -3.566 6.372
H -1.894 -2.583 5.253
H -0.357 -1.952 5.879
H -0.012 -5.460 3.885
H -0.991 -4.481 2.781
H -1.653 -4.959 4.362
C -4.277 -1.838 4.228
O -3.167 -1.986 3.744
N -4.943 -0.672 4.288
C -6.265 -0.566 4.880
C -4.316 0.519 3.743
H -4.838 -2.679 4.668
H -6.970 -0.203 4.130
H -6.234 0.136 5.715
H -6.601 -1.535 5.243
H -4.105 0.366 2.683
H -3.373 0.704 4.259
H -4.973 1.377 3.864
*
```

Computed properties:
- Highest occupied orbital energy: -10.53 eV
- LUMO energy: -4.53 eV
- Gap between HOMO and LUMO: 6.008 eV

| no. | DFT total energy (a.u.) |
| --- | --- |
| 1 | -14324.82301 |
| 2 | -3027.99704 |
| 3 | -2347.40954 |
| 4 | -3293.61996 |